1.
DFT (ωB97M-V with the def2-TZVPD basis set) results for a molecular structure, CH4N2O at a distorted geometry.

Total energy = -6125.48733 eV
Charge = 0
Kohn-Sham gap = 9.9 eV
HOMO level = -8.869 eV
Energy relative to the best compared isomer or geometry (same formula, charge and spin) = 484.4 kJ/mol

Each line ends with the Löwdin charge.
Cartesian coordinates (Å):
C  -0.5330  -0.1653  -0.6986  -0.1131
N  -1.3370  -1.0051  -1.1448  0.0729
N  0.9853  0.4312  1.0967  -0.1489
O  -0.1928  -0.1811  1.0589  -0.2247
H  0.0066  0.6515  -1.2585  0.1161
H  -1.5351  -0.7707  -2.1676  0.0888
H  1.7827  -0.2336  1.4519  0.1282
H  0.8234  1.2730  1.6620  0.0807

Atomic forces in eV per Å
-0.6377 -0.6375 2.3138
0.3683 1.4140 -0.8079
3.6098 0.5876 1.2654
-2.4619 -1.3586 -5.2693
-0.0896 -0.5899 1.4009
0.4321 -0.6483 1.5218
-2.1426 1.7963 -0.4797
0.9216 -0.5636 0.0550



2.
DFT (ωB97M-V with the def2-TZVPD basis set) results for 2 unconnected molecules or ions with the total composition CH4N2O at a distorted geometry.

Total energy = -6121.68210 eV
Charge = 0
Kohn-Sham gap (spin up / spin down) = 7.9 / 8.0 eV
HOMO level (spin up / spin down) = -8.015 / -8.020 eV
Energy relative to the best compared isomer or geometry (same formula, charge and spin) = 851.5 kJ/mol

Each line ends with the Löwdin charge.
Cartesian coordinates (Å):
C  0.7958  -0.0313  -0.2146  -0.0276
N  2.6902  -0.5644  0.0675  -0.0553
N  -1.5046  -0.7576  -0.1862  0.0716
O  -0.0921  -0.9262  0.0775  -0.1382
H  0.4797  0.8843  -0.6750  0.0610
H  3.2631  0.3055  -0.1082  -0.1043
H  -1.9421  -0.1828  0.5798  0.1121
H  -1.9983  -1.6108  0.0124  0.0806

Atomic forces in eV per Å
4.6659 -2.1565 0.8784
-4.8421 1.2169 -0.5745
-0.9999 2.4621 0.1774
0.7352 -0.5698 0.7801
-0.4110 0.5745 -0.2217
-1.3833 -0.2069 -0.1204
1.3055 -0.0558 -0.7417
0.9297 -1.2645 -0.1776



3.
DFT (ωB97M-V with the def2-TZVPD basis set) results for a single CH4N2O molecule at a distorted geometry.

Total energy = -6127.02873 eV
Charge = 0
Kohn-Sham gap = 10.7 eV
HOMO level = -10.017 eV
Energy relative to the best compared isomer or geometry (same formula, charge and spin) = 335.7 kJ/mol

Each line ends with the Löwdin charge.
Cartesian coordinates (Å):
N  1.2657  0.2004  -0.0108  -0.0294
N  -0.1299  -0.3579  -0.3734  -0.0666
C  -1.1203  0.4276  -0.1059  -0.4364
O  -2.2405  -0.1321  0.0071  -0.0455
H  1.6173  -0.0744  1.0075  0.1127
H  1.9366  -0.2660  -0.6617  0.0642
H  -0.3398  -1.3535  0.3365  0.2520
H  -0.9892  1.5559  -0.1993  0.1489

Atomic forces in eV per Å
-0.1139 -1.3249 0.7784
6.1267 -5.3509 4.2464
-6.0436 1.3951 -0.2542
1.8266 2.1027 0.3502
-1.5242 0.4807 -2.7455
-0.9998 0.4620 0.7019
0.6787 3.5284 -3.3657
0.0495 -1.2930 0.2886



4.
DFT (ωB97M-V with the def2-TZVPD basis set) results for 2 unconnected molecules or ions with the total composition CH4N2O at a distorted geometry.

Total energy = -6123.80465 eV
Charge = 0
Kohn-Sham gap = 7.5 eV
HOMO level = -9.315 eV
Energy relative to the best compared isomer or geometry (same formula, charge and spin) = 646.7 kJ/mol

Each line ends with the Löwdin charge.
Cartesian coordinates (Å):
N  0.0690  -0.7836  -1.1996  0.1461
C  0.3447  0.2163  -0.3895  -0.5549
N  -1.2045  -0.1678  1.1054  -0.0483
O  1.2607  0.7316  0.0987  0.1873
H  -0.8951  0.3532  -0.4990  0.2003
H  -0.1232  -1.5895  -0.6039  0.0888
H  -2.0741  -0.1647  1.6636  -0.0035
H  -0.6691  0.6321  1.4960  -0.0159

Atomic forces in eV per Å
0.2887 1.5320 -0.2166
3.2154 -4.5041 -2.0656
1.0156 1.4646 -0.0476
-0.4918 2.3811 0.8887
-2.6458 -0.6722 2.1224
-0.8158 0.1421 -0.0283
-0.1193 0.4033 -1.0175
-0.4471 -0.7469 0.3644



5.
DFT (ωB97M-V with the def2-TZVPD basis set) results for 2 unconnected molecules or ions with the total composition CH4N2O2 at a distorted geometry.

Total energy = -8171.41573 eV
Charge = 0
Kohn-Sham gap (spin up / spin down) = 8.1 / 7.9 eV
HOMO level (spin up / spin down) = -8.290 / -8.216 eV
Energy relative to the best compared isomer or geometry (same formula, charge and spin) = 508.5 kJ/mol

Each line ends with the Löwdin charge.
Cartesian coordinates (Å):
C  -1.0536  -0.5227  0.0900  -0.1175
N  1.4784  -0.7521  -0.2108  0.0818
N  -0.1113  0.3722  -0.6036  -0.1851
O  0.2057  1.4431  0.1580  -0.0904
O  2.2470  -0.0501  0.2813  0.0207
H  -2.0691  -0.6208  -0.4520  0.1070
H  -1.1032  -0.0293  0.9821  0.0365
H  -0.6204  -1.5096  0.0836  0.0494
H  1.0263  1.6693  -0.3288  0.0976

Atomic forces in eV per Å
-0.8006 0.3210 -3.2298
-0.6785 1.6021 0.0455
0.9867 -2.8293 -1.4801
0.7771 0.2186 -0.0128
-0.5180 -0.5743 -0.4252
1.5563 0.5561 0.8279
-0.9220 0.2831 3.1006
0.0201 -0.4256 0.4644
-0.4212 0.8483 0.7097



6.
DFT (ωB97M-V with the def2-TZVPD basis set) results for 2 unconnected molecules or ions with the total composition CH4N2O2 at a distorted geometry.

Total energy = -8173.70585 eV
Charge = 0
Kohn-Sham gap = 10.5 eV
HOMO level = -9.881 eV
Energy relative to the best compared isomer or geometry (same formula, charge and spin) = 287.5 kJ/mol

Each line ends with the Löwdin charge.
Cartesian coordinates (Å):
O  1.9801  2.1401  -0.6469  0.0140
N  1.2866  1.1789  -0.4903  -0.1489
O  1.6808  0.3660  0.5339  -0.0247
H  0.9830  -0.3452  0.6063  0.0213
C  -1.2505  -0.3575  -0.2418  -0.0840
N  -0.5555  -1.0927  0.4974  0.0245
H  -0.7706  0.4832  -0.7312  0.0427
H  -2.3142  -0.4959  -0.4633  0.0791
H  -1.0396  -1.8770  0.9360  0.0760

Atomic forces in eV per Å
-0.6455 -1.5681 0.5837
0.6700 0.9490 -0.1853
0.6607 0.7321 -0.1097
-0.1499 0.1401 -0.2495
-0.8843 0.2784 -0.6192
0.3893 -0.5347 0.5517
-0.0498 -0.0001 0.0198
0.0909 -0.1936 0.1999
-0.0815 0.1969 -0.1914



7.
DFT (ωB97M-V with the def2-TZVPD basis set) results for a single CH4N2O2 molecule at a distorted geometry.

Total energy = -8172.22888 eV
Charge = 0
Kohn-Sham gap = 11.5 eV
HOMO level = -10.579 eV
Energy relative to the best compared isomer or geometry (same formula, charge and spin) = 430.0 kJ/mol

Each line ends with the Löwdin charge.
Cartesian coordinates (Å):
H  2.0125  -1.7239  -0.0386  0.0797
N  2.0409  -0.7335  -0.0361  0.1801
N  1.0732  -0.0128  0.0484  -0.4068
O  1.0769  1.1410  0.3787  0.0440
O  -0.2242  -0.6361  -0.1104  -0.0492
C  -1.2784  0.3100  -0.0202  -0.0613
H  -0.8790  1.2619  -0.0854  0.0598
H  -1.8863  0.0384  0.7474  0.0604
H  -1.9357  0.3550  -0.8838  0.0933

Atomic forces in eV per Å
-1.4010 -0.8609 -0.5310
2.6033 0.5921 0.0975
-1.2207 -0.6461 1.1512
0.0448 1.0051 -0.5281
0.2818 -0.2043 -0.6150
0.2525 -0.6872 -2.6360
0.6564 1.9658 1.0627
-1.3885 -0.1683 2.7376
0.1713 -0.9963 -0.7389



8.
DFT (ωB97M-V with the def2-TZVPD basis set) results for 2 unconnected molecules or ions with the total composition CH4N2O2S at a distorted geometry.

Total energy = -19009.07122 eV
Charge = 0
Kohn-Sham gap = 9.3 eV
HOMO level = -9.008 eV
Energy relative to the best compared isomer or geometry (same formula, charge and spin) = 275.2 kJ/mol

Each line ends with the Löwdin charge.
Cartesian coordinates (Å):
N  -1.5130  1.0408  -0.5662  0.0226
C  -1.7529  0.1290  0.3837  -0.7712
S  -0.7913  -0.9618  1.1435  0.6504
H  -2.3093  1.3032  -1.1775  0.1159
H  -0.6092  1.1828  -1.1206  0.1408
H  -2.6844  0.2563  0.8272  0.0251
O  3.2655  -0.1665  -1.0315  0.0298
N  2.3189  -0.3522  -0.3615  -0.1417
O  2.5076  -1.0669  0.8264  -0.0725
H  1.5680  -1.3648  1.0765  0.0007

Atomic forces in eV per Å
0.7895 0.7435 -2.8126
2.1061 -0.0858 0.2103
-0.0596 0.1334 -0.2372
0.6139 -0.0168 1.1150
-1.4762 -0.9889 1.6400
-2.0376 0.0305 0.2655
0.1249 -0.5508 1.4435
-1.2085 0.2067 -0.5816
-0.1926 -0.5571 -0.4131
1.3401 1.0853 -0.6298



9.
DFT (ωB97M-V with the def2-TZVPD basis set) results for a single CH4N2O2S molecule at a distorted geometry.

Total energy = -19009.13097 eV
Charge = 0
Kohn-Sham gap = 9.1 eV
HOMO level = -8.651 eV
Energy relative to the best compared isomer or geometry (same formula, charge and spin) = 269.5 kJ/mol

Each line ends with the Löwdin charge.
Cartesian coordinates (Å):
O  1.6095  1.2875  0.2938  -0.0346
N  0.3442  1.1290  -0.2692  -0.0654
C  -0.3700  0.0073  -0.0011  -0.9102
S  -2.0217  -0.0001  -0.0018  0.6093
N  0.3416  -1.1337  0.2816  -0.0612
O  1.6067  -1.2896  -0.3012  -0.0406
H  2.2000  1.1612  -0.4596  0.1041
H  -0.1657  2.0437  -0.1680  0.1552
H  -0.1933  -2.0103  0.1705  0.1355
H  2.1955  -1.1861  0.4650  0.1080

Atomic forces in eV per Å
0.3739 -0.1187 -0.0089
-0.7539 1.8544 0.1596
-0.1263 -0.4183 0.1510
0.0433 0.0304 -0.0164
-0.6241 -0.6001 -0.2676
0.3016 0.0402 0.4037
0.1180 0.0171 0.0993
0.4079 -1.6841 -0.2728
0.2766 0.9478 0.1389
-0.0171 -0.0687 -0.3869



10.
DFT (ωB97M-V with the def2-TZVPD basis set) results for a single CH4N2O2S molecule at a distorted geometry.

Total energy = -19008.49214 eV
Charge = 0
Kohn-Sham gap = 9.6 eV
HOMO level = -9.928 eV
Energy relative to the best compared isomer or geometry (same formula, charge and spin) = 331.1 kJ/mol

Each line ends with the Löwdin charge.
Cartesian coordinates (Å):
C  -0.0938  0.0119  -0.2421  -0.1778
N  0.9459  -0.0513  0.7929  -0.1655
N  2.0332  -0.9871  0.4356  -0.2229
S  1.8357  -2.5170  0.1480  0.7644
O  3.0135  -3.1081  -0.3853  -0.2792
O  0.5469  -3.1234  0.4711  -0.3120
H  -0.6512  -0.9019  -0.6368  0.0794
H  -0.9778  0.5759  0.2161  0.0918
H  0.2792  0.6609  -1.1067  0.0928
H  0.5112  -0.3506  1.7193  0.1290

Atomic forces in eV per Å
-1.8049 1.5569 -0.7024
-0.4631 -2.6196 0.7208
-0.3418 -0.1154 -0.2876
-2.0015 2.9281 1.3758
-0.5032 -0.8722 0.0761
1.9671 -0.1422 -0.7959
1.4345 0.4956 0.5818
1.3389 -0.3794 -0.4649
-0.4529 -1.1294 1.1059
0.8269 0.2777 -1.6097